a) {
  "formula": "C21H24N2O2",
  "method": "wB97M-V/def2-TZVPD",
  "species": ["C", "C", "C", "C", "C", "C", "C", "C", "O", "N", "C", "C", "H", "H", "C", "N", "C", "O", "C", "C", "C", "C", "C", "C", "C", "H", "H", "H", "H", "H", "H", "H", "C", "H", "H", "C", "H", "H", "H", "H", "H", "H", "H", "H", "H", "H", "H", "H", "H"],
  "xyz": [[2.086, 1.119, -1.576], [1.370, 0.802, -2.850], [2.029, 0.890, -4.071], [1.375, 0.629, -5.261], [0.037, 0.274, -5.250], [-0.632, 0.173, -4.044], [0.027, 0.428, -2.846], [-0.797, 0.370, -1.594], [-1.170, 1.371, -1.010], [-1.206, -0.871, -1.222], [-0.545, -2.087, -1.636], [0.511, -2.534, -0.621], [1.330, -1.815, -0.599], [0.916, -3.496, -0.937], [-0.046, -2.671, 0.798], [-0.374, -1.402, 1.417], [0.567, -0.794, 2.186], [1.724, -1.171, 2.205], [0.054, 0.282, 3.096], [-0.590, -0.140, 4.254], [-1.032, 0.780, 5.187], [-0.834, 2.131, 4.961], [-0.193, 2.552, 3.810], [0.265, 1.641, 2.866], [0.936, 2.101, 1.612], [1.245, 3.140, 1.696], [1.809, 1.486, 1.409], [0.246, 2.016, 0.770], [-0.040, 3.608, 3.638], [-1.177, 2.857, 5.683], [-1.526, 0.443, 6.086], [-0.732, -1.198, 4.425], [-1.698, -0.854, 1.245], [-1.656, 0.206, 1.500], [-2.414, -1.343, 1.920], [-2.218, -0.996, -0.197], [-2.705, -1.965, -0.334], [-2.958, -0.207, -0.361], [-0.937, -3.304, 0.804], [0.724, -3.133, 1.422], [-0.071, -1.926, -2.606], [-1.303, -2.870, -1.750], [-1.677, -0.102, -4.024], [-0.484, 0.075, -6.175], [1.907, 0.707, -6.197], [3.072, 1.171, -4.085], [3.163, 1.132, -1.728], [1.848, 0.396, -0.798], [1.775, 2.100, -1.219]],
  "homo_lumo_gap_ev": 9.632,
  "lumo_ev": 0.725,
  "total_charge": 0,
  "smiles": "Cc1ccccc1C(=O)N1CCCN(C(=O)c2ccccc2C)CC1"
}

b) {
  "formula": "C21H24N2O2",
  "method": "wB97M-V/def2-TZVPD",
  "species": ["O", "C", "N", "H", "C", "H", "H", "C", "C", "C", "C", "C", "C", "C", "H", "H", "H", "H", "H", "H", "H", "C", "H", "C", "C", "O", "N", "C", "H", "H", "C", "C", "C", "C", "C", "C", "C", "H", "H", "H", "H", "H", "H", "H", "C", "H", "H", "H", "H"],
  "xyz": [[-1.526, -2.565, 1.749], [-1.354, -1.367, 1.680], [-0.627, -0.776, 0.710], [-0.461, 0.219, 0.730], [0.086, -1.548, -0.281], [-0.392, -2.529, -0.327], [-0.007, -1.052, -1.251], [1.569, -1.715, 0.083], [2.273, -2.504, -0.982], [2.192, -3.891, -0.993], [2.806, -4.626, -1.991], [3.510, -3.981, -2.994], [3.595, -2.600, -2.994], [2.979, -1.868, -1.994], [3.053, -0.789, -1.997], [4.144, -2.091, -3.773], [3.992, -4.554, -3.773], [2.738, -5.704, -1.985], [1.644, -4.396, -0.210], [1.633, -2.234, 1.041], [2.024, -0.728, 0.189], [-1.981, -0.399, 2.683], [-2.561, -1.012, 3.377], [-0.926, 0.440, 3.411], [-1.025, 1.834, 2.807], [-0.274, 2.758, 3.032], [-2.090, 1.856, 1.976], [-2.600, 3.042, 1.322], [-3.027, 3.724, 2.067], [-3.399, 2.718, 0.650], [-1.517, 3.784, 0.530], [-0.830, 2.890, -0.464], [-1.504, 2.420, -1.585], [-0.862, 1.612, -2.507], [0.468, 1.270, -2.324], [1.144, 1.727, -1.206], [0.496, 2.522, -0.277], [1.024, 2.875, 0.598], [2.185, 1.475, -1.061], [0.973, 0.655, -3.055], [-1.396, 1.258, -3.376], [-2.534, 2.704, -1.748], [-0.783, 4.181, 1.231], [-1.995, 4.619, 0.012], [-2.873, 0.642, 1.986], [-3.126, 0.343, 0.963], [-3.809, 0.796, 2.539], [0.086, 0.048, 3.303], [-1.133, 0.519, 4.479]],
  "homo_lumo_gap_ev": 9.734,
  "lumo_ev": 0.688,
  "total_charge": 0,
  "smiles": "O=C(NCCc1ccccc1)[C@H]1CC(=O)N(CCc2ccccc2)C1"
}

c) {
  "formula": "C21H24N2O2",
  "method": "wB97M-V/def2-TZVPD",
  "species": ["N", "C", "C", "C", "C", "C", "C", "C", "H", "H", "C", "C", "C", "C", "C", "C", "H", "H", "O", "C", "C", "O", "H", "C", "N", "C", "C", "C", "C", "C", "H", "H", "H", "H", "H", "H", "H", "H", "H", "H", "H", "H", "H", "H", "H", "H", "H", "H", "H"],
  "xyz": [[8.682, -1.420, 0.516], [7.631, -0.976, 0.401], [6.336, -0.429, 0.259], [5.352, -0.705, 1.210], [4.090, -0.168, 1.066], [3.779, 0.650, -0.022], [4.771, 0.917, -0.967], [6.037, 0.388, -0.832], [6.803, 0.603, -1.563], [4.549, 1.563, -1.803], [2.433, 1.216, -0.169], [1.736, 1.698, 0.935], [0.465, 2.224, 0.811], [-0.156, 2.264, -0.435], [0.544, 1.796, -1.549], [1.817, 1.287, -1.418], [2.329, 0.907, -2.290], [0.060, 1.840, -2.512], [-1.392, 2.776, -0.693], [-2.394, 2.809, 0.300], [-3.190, 1.486, 0.333], [-4.444, 1.676, 0.949], [-4.975, 2.288, 0.427], [-2.460, 0.370, 1.120], [-2.578, -0.966, 0.597], [-1.850, -1.199, -0.635], [-1.751, -2.702, -0.887], [-3.147, -3.310, -0.971], [-3.917, -2.972, 0.302], [-3.938, -1.460, 0.509], [-4.451, -1.211, 1.440], [-4.495, -0.989, -0.320], [-4.939, -3.349, 0.244], [-3.424, -3.437, 1.157], [-3.082, -4.391, -1.101], [-3.673, -2.897, -1.836], [-1.196, -2.882, -1.809], [-1.207, -3.160, -0.060], [-0.849, -0.772, -0.533], [-2.335, -0.722, -1.506], [-2.878, 0.378, 2.131], [-1.394, 0.597, 1.180], [-3.321, 1.168, -0.713], [-3.065, 3.621, -0.003], [-2.004, 3.043, 1.294], [-0.028, 2.607, 1.691], [2.205, 1.689, 1.908], [3.326, -0.398, 1.794], [5.586, -1.343, 2.050]],
  "homo_lumo_gap_ev": 8.512,
  "lumo_ev": 0.126,
  "total_charge": 0,
  "smiles": "N#Cc1ccc(-c2ccc(OC[C@H](O)CN3CCCCC3)cc2)cc1"
}

Most stable of them? b).

a) {
  "formula": "C9H14N3O2",
  "method": "wB97M-V/def2-TZVPD",
  "species": ["C", "C", "C", "C", "C", "C", "C", "C", "C", "N", "N", "N", "O", "O", "H", "H", "H", "H", "H", "H", "H", "H", "H", "H", "H", "H", "H", "H"],
  "xyz": [[0.657, -2.636, -0.010], [1.531, -0.493, 0.023], [0.185, 0.070, -0.887], [2.568, 0.498, 0.064], [-0.500, -2.339, -0.919], [-2.191, 0.895, 0.680], [-1.076, 1.998, 0.794], [-1.720, -0.600, 0.474], [-0.470, 2.380, -0.560], [1.504, -1.773, 0.411], [3.781, -0.050, 0.537], [-0.932, -0.859, -0.770], [2.426, 1.681, -0.213], [-0.208, 1.220, -1.353], [0.684, -3.606, 0.382], [-0.097, -2.521, -1.955], [-1.196, -3.108, -0.630], [-2.746, 0.867, 1.592], [-2.934, 1.279, -0.073], [-1.544, 2.861, 1.160], [-0.257, 1.427, 1.482], [-1.122, -1.032, 1.250], [-2.684, -1.099, 0.315], [-0.971, 3.035, -1.191], [0.548, 2.933, -0.482], [4.095, -0.985, 0.772], [4.400, 0.701, 0.680], [-1.730, -0.745, -1.571]],
  "homo_lumo_gap_ev": [7.955, 7.399],
  "lumo_ev": [-4.475, -5.031],
  "total_charge": 1,
  "smiles": "NC(=O)C1=C2OCCCC[N@@H+]2CC=N1"
}

b) {
  "formula": "C9H14N3O2",
  "method": "wB97M-V/def2-TZVPD",
  "species": ["C", "C", "C", "N", "C", "N", "N", "C", "C", "C", "O", "C", "C", "O", "H", "H", "H", "H", "H", "H", "H", "H", "H", "H", "H", "H", "H", "H"],
  "xyz": [[-0.322, -3.682, -0.743], [-1.350, -2.708, -0.928], [-2.228, -1.325, -0.985], [-1.437, -0.050, -0.794], [-1.969, 0.569, 0.509], [-2.949, 1.561, 0.626], [-1.205, -0.063, 1.675], [0.147, -0.344, 1.001], [0.063, -0.156, -0.630], [0.529, 1.412, -0.980], [1.896, 1.505, -1.516], [2.873, 0.776, -0.692], [3.447, 1.240, 0.776], [3.309, -0.411, -1.184], [0.501, -4.476, -0.404], [-2.869, -1.307, -1.977], [-3.015, -1.382, -0.091], [-3.529, 1.574, 1.516], [-3.056, 2.284, -0.136], [-1.692, -0.919, 2.076], [0.341, -1.498, 1.227], [0.850, 0.451, 1.495], [0.691, -0.847, -1.336], [-0.196, 1.738, -1.871], [0.293, 2.157, -0.100], [3.825, 0.246, 1.311], [2.648, 1.714, 1.490], [4.403, 1.943, 0.664]],
  "homo_lumo_gap_ev": 7.605,
  "lumo_ev": -5.436,
  "total_charge": 1,
  "smiles": "C#CCN1C(N)=[NH+]C[C@@H]1COC(C)=O"
}

Most stable of them? a).

a) {
  "formula": "H3NO3Si",
  "method": "wB97M-V/def2-TZVPD",
  "species": ["N", "O", "O", "O", "Si", "H", "H", "H"],
  "xyz": [[-2.768, -0.082, 0.072], [-1.744, 0.800, 0.067], [-3.846, 0.394, 0.155], [-2.467, -1.234, -0.016], [-0.173, 0.198, 0.113], [-0.071, -0.868, -0.874], [0.545, 1.397, -0.281], [0.033, -0.288, 1.471]],
  "homo_lumo_gap_ev": 12.117,
  "lumo_ev": 0.484,
  "total_charge": 0,
  "smiles": "O=[N+]([O-])O[SiH3]"
}

b) {
  "formula": "H3NO3Si",
  "method": "wB97M-V/def2-TZVPD",
  "species": ["N", "O", "O", "O", "Si", "H", "H", "H"],
  "xyz": [[0.900, 1.698, 0.046], [1.200, 1.552, 1.130], [0.884, 2.479, -0.854], [-0.336, 0.376, -0.603], [-0.511, -1.154, -0.074], [0.159, -2.331, -0.677], [-0.230, -1.307, 1.468], [-2.067, -1.315, -0.435]],
  "homo_lumo_gap_ev": [8.662, 8.653],
  "lumo_ev": [-1.747, -1.751],
  "total_charge": 0
}

Most stable of them? a).

a) {
  "formula": "C2H6BF4ORbS",
  "method": "wB97M-V/def2-TZVPD",
  "species": ["Rb", "B", "F", "F", "F", "F", "C", "S", "O", "C", "H", "H", "H", "H", "H", "H"],
  "xyz": [[0.638, -1.906, 1.074], [-0.572, -4.210, -0.710], [-1.378, -4.182, 0.454], [-0.853, -5.268, -1.485], [-0.856, -3.010, -1.275], [0.752, -4.252, -0.407], [1.053, 1.863, 1.249], [0.668, 1.662, -0.619], [-0.083, 0.372, -0.689], [-0.525, 3.114, -0.627], [0.157, 1.601, 1.812], [1.428, 2.860, 1.480], [1.787, 1.122, 1.565], [-0.062, 3.867, 0.011], [-1.499, 2.906, -0.182], [-0.654, 3.459, -1.653]],
  "homo_lumo_gap_ev": 9.560,
  "lumo_ev": -0.724,
  "total_charge": 0
}

b) {
  "formula": "C2H6BF4ORbS",
  "method": "wB97M-V/def2-TZVPD",
  "species": ["Rb", "B", "F", "F", "F", "F", "C", "S", "O", "C", "H", "H", "H", "H", "H", "H"],
  "xyz": [[1.415, -1.377, -1.144], [-0.087, -4.127, 0.383], [-0.942, -3.174, 0.849], [1.167, -3.664, 0.468], [-0.161, -5.205, 1.212], [-0.324, -4.465, -0.904], [-0.402, 2.192, -1.482], [-0.935, 1.564, 0.237], [-0.514, 0.092, 0.404], [0.235, 2.588, 1.207], [0.678, 2.086, -1.592], [-0.632, 3.252, -1.581], [-0.860, 1.726, -2.354], [-0.251, 3.190, 1.974], [0.671, 3.345, 0.555], [0.942, 1.978, 1.769]],
  "homo_lumo_gap_ev": 9.227,
  "lumo_ev": -0.938,
  "total_charge": 0
}

Most stable of them? a).

a) {
  "formula": "C5H12NO",
  "method": "wB97M-V/def2-TZVPD",
  "species": ["O", "C", "C", "N", "H", "H", "H", "H", "H", "H", "C", "C", "C", "H", "H", "H", "H", "H", "H"],
  "xyz": [[2.255, -1.623, -0.844], [1.152, -1.272, -0.535], [0.617, 0.134, -0.998], [1.546, 0.547, -2.109], [0.509, -1.849, 0.138], [-0.451, 0.041, -1.418], [0.664, 0.862, -0.202], [1.868, 1.483, -2.006], [2.382, -0.053, -2.007], [1.140, 0.416, -3.018], [-2.097, 0.938, 0.410], [-1.520, 0.410, 1.710], [-1.995, 0.515, 2.973], [-2.436, 0.026, -0.140], [-3.019, 1.555, 0.504], [-1.402, 1.441, -0.258], [-0.613, -0.183, 1.582], [-1.553, -0.006, 3.835], [-2.893, 1.078, 3.153]],
  "homo_lumo_gap_ev": 8.712,
  "lumo_ev": -4.025,
  "total_charge": 1
}

b) {
  "formula": "C5H12NO",
  "method": "wB97M-V/def2-TZVPD",
  "species": ["C", "O", "C", "C", "C", "C", "N", "H", "H", "H", "H", "H", "H", "H", "H", "H", "H", "H", "H"],
  "xyz": [[-1.931, 0.423, 0.308], [-1.142, 1.602, 0.563], [-1.224, -0.478, -0.695], [-0.120, -1.411, -0.189], [1.009, -0.749, 0.587], [2.550, 0.816, -0.405], [1.392, 0.516, -0.012], [-2.903, 0.697, -0.137], [-2.113, -0.066, 1.262], [-1.705, 2.333, 0.824], [-1.970, -1.087, -1.177], [-0.891, 0.200, -1.506], [0.326, -1.973, -1.005], [-0.587, -2.119, 0.489], [1.897, -1.385, 0.605], [0.683, -0.520, 1.594], [2.720, 1.803, -0.805], [3.348, 0.125, -0.363], [0.660, 1.272, 0.062]],
  "homo_lumo_gap_ev": 10.086,
  "lumo_ev": -4.570,
  "total_charge": 1,
  "smiles": "C=[NH+]CCCCO"
}

Most stable of them? b).

a) {
  "formula": "C5H9N2",
  "method": "wB97M-V/def2-TZVPD",
  "species": ["C", "C", "C", "C", "C", "N", "N", "H", "H", "H", "H", "H", "H", "H", "H", "H"],
  "xyz": [[1.737, -0.726, -0.220], [-0.707, 1.136, -1.032], [0.471, 0.917, 0.613], [-0.505, -0.025, -0.018], [-1.676, -0.670, 0.631], [0.474, -1.092, -0.380], [1.733, 0.513, 0.207], [2.677, -1.227, -0.317], [-1.388, 1.848, -0.853], [0.069, 1.117, -1.795], [0.288, 1.663, 1.212], [-1.482, -1.503, 1.174], [-2.442, -0.952, -0.038], [-2.137, -0.051, 1.295], [0.239, -1.953, -0.869], [2.651, 1.006, 0.390]],
  "homo_lumo_gap_ev": [7.002, 9.636],
  "lumo_ev": [-3.390, -5.929],
  "total_charge": 1,
  "multiplicity": 3,
  "s2": 2.01
}

b) {
  "formula": "C5H9N2",
  "method": "wB97M-V/def2-TZVPD",
  "species": ["C", "C", "C", "C", "C", "N", "N", "H", "H", "H", "H", "H", "H", "H", "H", "H"],
  "xyz": [[-1.607, -0.345, -0.613], [0.767, -1.363, -0.795], [-2.865, 0.418, -0.278], [1.727, 0.636, 0.388], [1.185, -0.868, 0.557], [1.334, -1.976, -1.726], [-0.606, -0.829, -0.939], [-3.356, 0.469, -1.315], [-2.602, 1.406, 0.206], [-3.640, -0.134, 0.420], [1.070, 1.373, 0.839], [1.818, 0.868, -0.704], [2.254, -2.339, -1.709], [0.506, -0.879, 1.444], [2.055, -1.600, 0.753], [2.794, 0.687, 0.732]],
  "homo_lumo_gap_ev": [7.658, 8.050],
  "lumo_ev": [-3.313, -8.008],
  "total_charge": 1,
  "multiplicity": 3,
  "s2": 2.02
}

Most stable of them? a).